[1]
Formula: C28H36Br2N2O3Ru
Source: OMol25
Level of theory: wB97M-V/def2-TZVPD

Summary:
Strongest force on any atom: 3.83 eV Å⁻¹
<S²>: 1.221
2S+1: 2
Calculated total energy: -181402.64449 eV
Total charge: +1
Kohn-Sham gap (spin up / spin down): 6.10 / 7.36 eV

XYZ file:
```
72
C28H36Br2N2O3Ru, DFT wB97M-V/def2-TZVPD
Ru -0.45 -0.28 -0.54
C -1.69 -0.32 1.53
C -0.61 -1.25 1.67
C 0.60 -0.46 1.85
C 0.20 0.90 1.80
C -1.20 1.01 1.68
C -2.05 2.22 2.00
C -2.81 1.87 3.30
C -3.05 2.52 0.88
C -1.18 3.45 2.26
C 2.03 -0.81 2.21
C 2.98 0.35 1.86
C 2.54 -2.04 1.45
C 2.12 -1.03 3.73
C -0.89 -2.75 1.62
C -0.28 -3.33 0.31
C -0.37 -3.49 2.86
C -2.40 -3.03 1.59
H -2.74 -0.57 1.52
H 0.87 1.73 1.94
H -3.53 1.08 3.12
H -3.35 2.74 3.66
H -2.12 1.54 4.07
H -3.64 1.65 0.63
H -2.52 2.85 -0.01
H -3.72 3.32 1.20
H -0.50 3.28 3.09
H -1.81 4.30 2.51
H -0.59 3.71 1.38
H 2.84 0.66 0.83
H 4.01 0.03 1.99
H 2.83 1.21 2.52
H 2.33 -1.92 0.39
H 2.10 -2.96 1.81
H 3.62 -2.13 1.57
H 1.79 -0.13 4.26
H 3.15 -1.22 4.00
H 1.51 -1.86 4.07
H 0.66 -3.83 0.48
H -0.11 -2.52 -0.45
H -0.97 -4.05 -0.14
H 0.71 -3.49 2.94
H -0.70 -4.53 2.83
H -0.79 -3.03 3.76
H -2.88 -2.63 0.70
H -2.88 -2.62 2.48
H -2.56 -4.10 1.59
O -3.22 2.40 -5.61
C -2.73 2.06 -4.42
C -1.94 2.90 -3.64
C -1.44 2.45 -2.43
N -1.71 1.23 -1.95
C -2.49 0.45 -2.70
Br -2.81 -1.26 -1.94
C -3.02 0.78 -3.92
H -2.97 3.29 -5.88
H -1.70 3.90 -3.98
H -0.80 3.07 -1.82
H -3.62 0.10 -4.49
Br 3.98 -0.07 -7.13
C 3.97 -0.10 -5.24
C 5.17 0.02 -4.53
N 5.19 0.01 -3.22
C 4.08 -0.07 -2.53
C 2.83 -0.17 -3.15
C 2.78 -0.20 -4.54
C 1.61 -0.20 -2.30
O 0.51 -0.62 -2.74
O 1.72 0.22 -1.12
H 6.12 0.13 -5.03
H 4.16 -0.07 -1.45
H 1.83 -0.28 -5.05
```

So, what does the Mulliken scheme give us? The charges, in e, come out as: Ru 1.035; C -0.069; C -1.446; C 0.284; C 0.141; C -0.627; C 1.829; C -1.633; C -1.506; C -1.921; C 1.995; C -2.145; C -1.661; C -1.623; C 2.420; C -1.146; C -1.797; C -2.085; H 0.963; H 0.804; H 0.366; H 0.442; H 0.371; H 0.307; H 0.161; H 0.522; H 0.388; H 0.435; H 0.389; H 0.428; H 0.490; H 0.387; H 0.166; H 0.090; H 0.577; H 0.355; H 0.461; H 0.275; H 0.325; H -0.210; H 0.384; H 0.280; H 0.485; H 0.381; H 0.305; H 0.414; H 0.493; O -0.513; C 0.813; C -0.688; C -0.875; N 0.040; C 0.268; Br -0.069; C -0.544; H 0.318; H 0.345; H 0.620; H 0.518; Br -0.164; C -0.029; C -0.186; N -0.572; C -0.354; C 0.244; C -0.485; C 0.936; O -0.701; O -0.670; H 0.407; H 0.539; H 0.527

***

[2]
Formula: C28H36BrIIrN2O
Source: OMol25
Level of theory: wB97M-V/def2-TZVPD

Summary:
Strongest force on any atom: 3.80 eV Å⁻¹
<S²>: 6.033
2S+1: 5
Calculated total energy: -115618.46524 eV
Total charge: +1
Kohn-Sham gap (spin up / spin down): 7.71 / 5.12 eV

XYZ file:
```
70
C28H36BrIIrN2O, DFT wB97M-V/def2-TZVPD
Ir 2.12 1.13 -0.53
C -1.66 -2.96 4.57
C -2.31 -2.82 3.22
C -2.71 -4.27 2.80
C -3.57 -1.93 3.28
C -1.39 -2.13 2.18
C -0.36 -1.36 2.56
C 0.43 -0.88 1.50
Br 2.17 0.03 1.93
C 0.18 -1.03 0.12
O 1.00 -0.56 -0.83
C -0.96 -1.79 -0.16
C -1.61 -2.38 0.84
C -1.35 -2.04 -1.68
C -1.66 -0.65 -2.25
C -2.64 -2.82 -1.75
C -0.24 -2.69 -2.49
H -2.22 -3.56 5.30
H -1.48 -1.96 5.06
H -0.72 -3.52 4.49
H -3.32 -4.79 3.57
H -1.87 -4.92 2.64
H -3.29 -4.24 1.92
H -4.37 -2.34 3.86
H -3.99 -1.96 2.24
H -3.29 -0.94 3.58
H 0.01 -1.13 3.58
H -2.39 -3.07 0.50
H -2.67 -0.39 -1.73
H -1.79 -0.68 -3.33
H -1.08 0.15 -1.91
H -3.48 -2.46 -1.17
H -2.58 -3.88 -1.39
H -2.99 -2.83 -2.70
H 0.66 -2.12 -2.53
H -0.53 -2.92 -3.49
H -0.01 -3.72 -2.06
C -2.04 4.52 0.13
N -1.44 3.18 0.26
C -1.37 2.52 -1.01
C -0.29 3.01 1.17
C 1.01 3.71 0.61
C 1.10 5.10 0.77
C 2.07 5.95 0.21
C 3.07 5.34 -0.51
C 3.04 3.96 -0.78
C 2.11 3.10 -0.17
H -3.00 4.34 -0.33
H -1.40 5.25 -0.43
H -2.17 4.89 1.09
H -2.35 2.53 -1.39
H -1.05 1.51 -0.88
H -0.75 3.09 -1.74
H -0.21 1.95 1.34
H -0.47 3.53 2.08
H 0.36 5.57 1.41
H 2.04 7.01 0.34
H 3.88 5.95 -1.03
H 3.80 3.59 -1.50
I 1.95 1.39 -3.61
C 3.47 -0.06 -3.03
C 4.34 -0.74 -3.87
C 5.40 -1.50 -3.39
C 5.53 -1.56 -2.01
C 4.57 -0.91 -1.19
N 3.60 -0.19 -1.74
H 4.19 -0.68 -4.91
H 6.09 -1.99 -4.06
H 6.31 -2.12 -1.48
H 4.58 -0.80 -0.11
```

So, what does the Mulliken scheme give us? The charges, in e, come out as: Ir 1.169; C -1.841; C 1.639; C -1.845; C -1.538; C -0.076; C -0.430; C 0.131; Br -0.245; C 0.502; O -0.706; C 0.039; C -0.456; C 2.383; C -1.069; C -2.535; C -1.576; H 0.380; H 0.291; H 0.457; H 0.434; H 0.433; H 0.452; H 0.458; H 0.317; H 0.339; H 0.309; H 0.108; H 0.320; H 0.449; H -0.077; H 0.484; H 0.393; H 0.558; H 0.171; H 0.504; H 0.276; C -1.054; N 0.118; C -0.339; C -1.319; C 1.092; C -0.503; C -0.751; C -0.579; C -0.323; C 0.377; H 0.363; H 0.313; H 0.375; H 0.606; H -0.526; H 0.241; H -0.013; H 0.639; H 0.375; H 0.434; H 0.294; H 0.279; I 0.119; C 0.255; C -0.367; C -0.308; C -0.652; C -0.277; N -0.222; H 0.497; H 0.436; H 0.390; H 0.426